Entry 1:
A structure of composition C47H59N2O4RbSe, computed with ωB97M-V/def2-TZVPD.

XYZ file:
```
114
Properties=species:S:1:pos:R:3
Rb 2.1417 -1.0953 -0.0413
C -3.1272 5.7341 -0.0626
C -1.8865 5.7172 0.8171
C -2.3577 5.7514 2.2780
C -1.0704 6.9687 0.5026
C -1.0299 4.5189 0.5714
C -0.7918 3.4857 1.4772
C -0.0513 2.3756 1.0201
Se 0.5776 0.9567 2.2758
C -0.9976 -0.0841 2.6575
C -2.2230 0.4462 3.0441
C -3.0754 -0.3468 3.7987
C -2.8059 -1.7176 3.9284
C -1.7048 -2.3467 3.4469
C -0.7590 -1.4787 2.6976
O 0.2909 -1.9156 2.0631
C -1.4591 -3.8251 3.7836
C -0.0350 -4.3356 3.4562
C -2.5416 -4.7095 3.0394
C -1.6789 -3.9175 5.3183
C -4.2553 0.2699 4.5119
C -5.5312 -0.4877 4.1580
C -4.4745 1.7645 4.2370
C -3.9933 0.0503 6.0550
C 0.3925 2.2103 -0.3082
O 0.8896 1.0796 -0.6485
C 0.2596 3.3390 -1.1915
C -0.5276 4.3761 -0.7326
C 0.8867 3.3362 -2.5538
C 2.3073 2.7614 -2.5272
C 1.0355 4.7673 -3.1134
C -0.0079 2.5330 -3.4949
H -3.7495 6.5282 0.2934
H -3.7786 4.8463 -0.0695
H -2.7856 5.7967 -1.1214
H -2.9300 6.6449 2.5057
H -1.5478 5.6472 3.0658
H -3.0227 4.8452 2.4094
H -1.5988 7.9187 0.5787
H -0.5792 6.9099 -0.4603
H -0.2913 7.1253 1.2386
H -1.0579 3.6483 2.4802
H -2.4100 1.5010 2.8155
H -3.5601 -2.3140 4.4548
H 0.1143 -4.1428 2.3792
H -0.0237 -5.4198 3.6229
H 0.7607 -3.9118 4.0000
H -2.5315 -4.5460 1.9647
H -3.5039 -4.4589 3.5105
H -2.2834 -5.7797 3.1750
H -1.0650 -3.1767 5.7962
H -1.2551 -4.8828 5.6605
H -2.7112 -3.8506 5.5778
H -5.7810 -0.3244 3.0980
H -6.3705 -0.1750 4.8059
H -5.4355 -1.5908 4.2539
H -4.7480 2.0220 3.2013
H -3.5200 2.2326 4.4997
H -5.0981 2.1564 5.0016
H -3.6868 -0.9358 6.3331
H -4.8981 0.2704 6.6581
H -3.2159 0.6957 6.4111
H -0.8360 5.1653 -1.4518
H 3.0386 3.4512 -2.0750
H 2.6910 2.4936 -3.4685
H 2.3766 1.8504 -1.9364
H 1.6492 5.4399 -2.4777
H 0.1131 5.2211 -3.4398
H 1.6247 4.6159 -4.0027
H -0.0813 1.4567 -3.2238
H 0.4503 2.4615 -4.5017
H -1.0601 2.8507 -3.5740
O 6.7912 -0.6207 1.4314
C 5.7860 -0.8629 0.6978
O 4.6031 -1.1158 0.9890
C 5.9851 -0.8319 -0.7694
C 7.3129 -1.0116 -1.3240
C 7.4832 -0.8746 -2.6436
C 6.3631 -0.8771 -3.5663
C 6.4824 -0.9209 -4.9537
C 5.3865 -0.7717 -5.7253
C 4.0810 -0.6150 -5.1412
C 3.9548 -0.5365 -3.7855
C 5.0764 -0.6772 -2.9408
N 4.9541 -0.7920 -1.5763
H 8.1720 -1.1174 -0.6521
H 8.4835 -1.0013 -3.0425
H 7.4694 -1.0554 -5.4231
H 5.4335 -0.8062 -6.7865
H 3.2398 -0.5844 -5.8553
H 3.0101 -0.2747 -3.3480
C -1.9832 -1.6831 -1.4392
N -1.6097 -2.7649 -2.2776
C -2.2931 -3.9999 -2.2165
C -0.5826 -2.5762 -3.2119
C 0.5603 -3.4653 -3.2091
C 1.3077 -3.3824 -4.4576
C 2.4545 -4.1496 -4.7030
C 2.9485 -4.8806 -3.5294
C 2.2899 -4.8774 -2.3208
C 1.1408 -4.1787 -2.1591
H -1.6023 -1.8598 -0.4046
H -3.0445 -1.6681 -1.2546
H -1.6822 -0.6758 -1.7021
H 0.6832 -4.1004 -1.0709
H -3.3453 -3.8290 -2.3522
H -2.1178 -4.5036 -1.2251
H -1.9683 -4.6751 -3.0220
H -0.2950 -1.4776 -3.1595
H -1.0686 -2.6809 -4.2291
H 0.9122 -2.7531 -5.2796
H 2.8482 -4.2939 -5.7101
H 3.9151 -5.2881 -3.6893
H 2.6655 -5.3577 -1.4139
```

Results
LUMO level in Eh: 0.131
Maximum force in eV Å⁻¹: 4.23
Energy above the lowest of the compared OMol25 structures with the same formula, charge and spin in kJ/mol: 0.0
M in u: 880.43
Kohn-Sham gap in Eh: 0.171
DFT total energy in hartree: -4662.343445
Charge: -2

Entry 2:
A structure of composition C47H60BrCsN5O10PS2Si, computed with ωB97M-V/def2-TZVPD.

XYZ file:
```
128
Properties=species:S:1:pos:R:3
Cs -0.6225 -2.4057 1.9814
S 0.5738 1.4989 4.2263
C 1.5538 0.8041 5.4723
S 2.3181 -0.7497 5.4165
C 1.8312 1.6061 6.5978
C 2.6551 1.1751 7.6770
N 3.3088 0.9004 8.5908
C 1.3171 2.9273 6.7458
N 0.9595 4.0175 6.8909
C -2.2938 -4.7172 -2.9418
C -1.3979 -3.8291 -2.0801
C -2.2551 -2.8244 -1.3118
C -0.5729 -4.6893 -1.1239
C 0.2287 -5.8176 -1.7851
O 1.4919 -5.8132 -1.0891
C 1.5168 -4.6322 -0.4074
N 0.4627 -3.9336 -0.4103
C 2.7469 -4.3085 0.3324
C 3.5861 -5.3581 0.6893
C 4.6844 -5.1284 1.5019
C 4.9354 -3.8438 1.9522
C 4.1199 -2.7888 1.5665
C 3.0169 -2.9911 0.7431
P 1.9388 -1.5537 0.2561
C 3.0879 -0.1786 0.6389
C 4.0859 0.3112 -0.2055
C 4.8979 1.3546 0.2081
C 4.7266 1.9166 1.4717
C 3.7377 1.4383 2.3144
C 2.9183 0.3953 1.8935
C 2.0871 -1.6442 -1.5814
C 1.0486 -1.0711 -2.3158
C 1.0583 -1.0931 -3.7037
C 2.1036 -1.7052 -4.3824
C 3.1374 -2.2892 -3.6626
C 3.1289 -2.2556 -2.2743
H -2.9335 -4.1103 -3.5850
H -2.9485 -5.3240 -2.3082
H -1.7251 -5.3931 -3.5841
H -0.6930 -3.2895 -2.7235
H -2.9780 -3.3616 -0.6885
H -2.8057 -2.1762 -1.9965
H -1.6699 -2.1763 -0.6622
H -1.2610 -5.0933 -0.3674
H 0.4300 -5.6158 -2.8414
H -0.2125 -6.8064 -1.6785
H 3.3520 -6.3566 0.3457
H 5.3237 -5.9506 1.7974
H 5.7698 -3.6496 2.6142
H 4.3382 -1.7955 1.9333
H 4.2269 -0.1122 -1.1930
H 5.6616 1.7384 -0.4591
H 5.3605 2.7361 1.7910
H 3.5614 1.8609 3.2959
H 2.1433 0.0659 2.5785
H 0.2172 -0.6106 -1.7934
H 0.2403 -0.6412 -4.2523
H 2.1099 -1.7303 -5.4655
H 3.9568 -2.7711 -4.1828
H 3.9423 -2.7157 -1.7248
O -2.2407 0.7448 2.9238
H -1.3933 0.9317 3.3882
H -2.5058 -0.1252 3.2552
O 1.3118 -3.1023 3.5638
H 0.5130 -3.3825 4.0228
H 1.6338 -2.3322 4.1183
O -2.4555 0.2778 0.2654
H -2.3241 0.5749 1.1994
H -3.3721 0.4778 0.0494
C 2.5570 2.9209 -2.6957
C 1.9824 4.1899 -2.0413
C 1.9204 5.2935 -3.1077
C 3.0098 4.6100 -0.9799
Si 0.2742 3.8781 -1.2098
Br 0.4504 1.8961 -0.2082
C -0.1336 5.1013 0.2070
C 0.6721 4.7981 1.4850
C -1.6122 4.9781 0.6067
C 0.1321 6.5592 -0.2020
C -1.1638 3.6860 -2.4763
C -0.6997 2.8824 -3.6994
C -2.3466 2.9076 -1.8748
C -1.6871 5.0443 -2.9668
H 3.5586 3.1568 -3.0762
H 1.9679 2.5551 -3.5329
H 2.6621 2.1093 -1.9754
H 2.9348 5.4867 -3.4772
H 1.5282 6.2364 -2.7223
H 1.3149 5.0041 -3.9682
H 3.9940 4.6841 -1.4585
H 3.0918 3.8744 -0.1782
H 2.7884 5.5810 -0.5371
H 0.4364 3.8194 1.9035
H 0.4091 5.5449 2.2415
H 1.7494 4.8401 1.3458
H -1.8785 3.9518 0.8684
H -2.2934 5.3282 -0.1712
H -1.7821 5.5952 1.4951
H 1.1931 6.7581 -0.3626
H -0.2003 7.2181 0.6080
H -0.4054 6.8556 -1.1059
H -0.2615 1.9234 -3.4144
H 0.0271 3.4220 -4.3063
H -1.5695 2.6773 -4.3349
H -2.0408 1.9482 -1.4543
H -3.0761 2.7192 -2.6718
H -2.8596 3.4577 -1.0882
H -0.9142 5.6533 -3.4379
H -2.1304 5.6301 -2.1599
H -2.4725 4.8751 -3.7138
O -2.5364 -4.1104 2.4794
C -3.1933 -3.0739 2.7089
O -2.8116 -2.0609 3.3220
C -4.5614 -3.0045 2.0416
C -5.4471 -4.0717 2.1177
C -6.6567 -3.9826 1.4549
C -7.0243 -2.8993 0.6818
C -6.1049 -1.8720 0.6206
C -4.8993 -1.8845 1.2919
N -6.4448 -0.6965 -0.2235
O -7.5199 -0.7039 -0.7872
O -5.6478 0.2147 -0.2704
N -7.6129 -5.1133 1.5526
O -7.3414 -6.0144 2.3153
O -8.6628 -5.0124 0.9497
H -5.1865 -4.9592 2.6753
H -7.9637 -2.8612 0.1567
H -4.2080 -1.0549 1.2329
```

Results
LUMO level in Eh: 0.088
Maximum force in eV Å⁻¹: 2.32
Energy above the lowest of the compared OMol25 structures with the same formula, charge and spin in kJ/mol: 151.8
M in u: 1191.02
Kohn-Sham gap in Eh: 0.154
DFT total energy in hartree: -6874.590134
Charge: -2

Entry 3:
A structure of composition C47H61BF4O4Os, computed with ωB97M-V/def2-TZVPD.

XYZ file:
```
118
Properties=species:S:1:pos:R:3
Os 1.4379 0.7801 1.5185
C -2.9661 -1.5138 2.6213
O -1.6895 -1.2438 2.0194
C -0.7415 -0.6623 2.8201
C -0.7789 0.6899 3.1827
C -1.8551 1.6099 2.6625
C -1.7921 2.3346 1.2929
C -3.0003 2.5224 0.5880
C -3.0253 3.0319 -0.7199
C -1.8038 3.3426 -1.2845
C -0.5558 3.1987 -0.7033
C 0.7178 3.4293 -1.4404
C 1.1280 2.2077 -2.2885
C 0.2492 1.7066 -3.2456
C 0.3283 0.3955 -3.7102
C 1.3103 -0.3988 -3.1375
C 2.2193 0.0428 -2.1810
C 3.0626 -0.9409 -1.3845
C 2.2665 -2.0106 -0.6752
C 1.8610 -3.0665 -1.4737
C 0.9460 -4.0027 -1.0363
C 0.5202 -3.8798 0.2925
C 1.0049 -2.9476 1.1825
C 0.5220 -2.8372 2.6204
C 0.3369 -1.4457 3.2560
C 1.1935 -0.9459 4.1999
C 1.1543 0.3636 4.6569
C 0.1761 1.1678 4.0932
C 2.0622 0.9064 5.7538
C 3.4887 0.3570 5.6152
C 1.4588 0.5066 7.1123
C 2.1209 2.4220 5.6377
C 1.8957 -1.9836 0.6671
O 2.3294 -0.9724 1.4436
C 0.3837 -5.0718 -1.9793
C -0.0056 -4.5738 -3.3626
C 1.3754 -6.2155 -2.1662
C -0.8841 -5.7254 -1.4245
C 2.1649 1.3870 -1.8408
O 2.9965 1.8848 -0.8526
C 4.3528 2.0322 -1.2863
C -0.7782 -0.2950 -4.4846
C -0.1574 -1.2211 -5.5704
C -1.6717 -1.1148 -3.5120
C -1.7011 0.7289 -5.2210
C -0.5838 2.7131 0.6373
O 0.6235 2.5260 1.2164
C -4.3373 3.0989 -1.4741
C -4.2104 3.8652 -2.8145
C -5.4607 3.8025 -0.6706
C -4.8401 1.6227 -1.7468
H -3.0428 -2.5840 2.8498
H -3.1337 -0.9613 3.5349
H -3.7666 -1.2191 1.9171
H -2.8053 1.1374 2.6392
H -1.9096 2.3514 3.4605
H -3.9349 2.2972 1.0550
H -1.7485 3.6866 -2.3152
H 0.5753 4.3058 -2.0593
H 1.5398 3.5853 -0.7541
H -0.6076 2.3236 -3.4982
H 1.2145 -1.4957 -3.2692
H 3.6508 -1.5043 -2.0916
H 3.7169 -0.4322 -0.6394
H 2.1943 -3.1360 -2.4980
H -0.2180 -4.5680 0.6648
H -0.3632 -3.4754 2.7270
H 1.2982 -3.2606 3.2803
H 2.0143 -1.5778 4.4702
H 0.0254 2.1858 4.4405
H 3.5082 -0.7058 5.8233
H 3.7407 0.4618 4.5775
H 4.2455 0.8390 6.2195
H 1.4357 -0.6172 7.1509
H 2.1070 0.8746 7.9093
H 0.4112 0.8690 7.1745
H 2.4815 2.7273 4.6694
H 1.2004 2.8905 5.9284
H 2.8492 2.7911 6.3861
H 0.8114 -4.0311 -3.8287
H -0.2520 -5.4271 -3.9933
H -0.8477 -3.8650 -3.3183
H 2.2871 -5.8314 -2.6353
H 1.7064 -6.6218 -1.1829
H 0.9328 -7.0280 -2.8114
H -1.5729 -4.9634 -1.1306
H -1.3260 -6.3155 -2.2014
H -0.6116 -6.3255 -0.5240
H 4.4503 2.9703 -1.8405
H 4.9903 2.0589 -0.4224
H 4.6241 1.2039 -1.9308
H 0.2036 -2.1497 -5.1554
H -0.9069 -1.5261 -6.3052
H 0.6270 -0.6665 -6.0936
H -1.0416 -1.7037 -2.8559
H -2.2308 -0.3987 -2.8697
H -2.3675 -1.7261 -4.0777
H -1.0783 1.3762 -5.8205
H -2.3994 0.1347 -5.8510
H -2.2233 1.3532 -4.4915
H -3.8291 4.8666 -2.6581
H -3.5124 3.3439 -3.4862
H -5.1606 3.9451 -3.3092
H -5.2634 4.8350 -0.5202
H -6.4010 3.6714 -1.2324
H -5.6348 3.3163 0.2919
H -4.0305 0.9253 -2.0612
H -5.3173 1.2471 -0.8632
H -5.6091 1.7002 -2.5137
C 0.0275 0.0271 0.1595
H 0.3671 0.3608 -0.7919
H -0.8936 0.5485 0.4237
H -0.0884 -1.0363 0.1976
F 4.2462 3.2635 3.6111
B 4.5614 2.5495 2.4965
F 3.1848 1.5729 2.4001
F 4.5152 3.3117 1.3748
F 5.5360 1.6367 2.6647
```

Results
LUMO level (spin up / spin down) in Eh: 0.009 / -0.053
Maximum force in eV Å⁻¹: 2.75
M in u: 967.03
Kohn-Sham gap (spin up / spin down) in Eh: 0.304 / 0.253
Multiplicity: 5
DFT total energy in hartree: -2643.612208
Charge: 0